# CN4S2

The ion CN4S2 with charge -2 (ωB97M-V/def2-TZVPD, the Open Molecules 2025 dataset).

## Properties
Energy above the lowest of the compared OMol25 structures with the same formula, charge and spin ... 2.1 kcal/mol
Lowest unoccupied orbital energy ... 6.038 eV
Maximum force ... 3.852 eV/A
Energy ... -1053.4526 Eh
HOMO-LUMO gap ... 5.43 eV

```
! RIJCOSX wB97M-V def2-TZVPD def2/J DEFGRID3
* xyz -2 1
S 2.559 -0.377 -0.999
C 0.995 -0.278 -0.358
N 0.253 -1.351 0.021
N -0.891 -0.868 0.446
N -0.816 0.418 0.340
S -2.411 1.587 0.705
N 0.312 0.867 -0.155
*
```